The following is a DFT calculation (wB97M-V/def2-TZVPD) of a cluster of 14 separate species, C62H84O39 in total in a non-equilibrium geometry.

## Properties
HOMO level: -6.9018 eV
Kohn-Sham gap: 6.602 eV

```
185
C62H84O39 | the Open Molecules 2025 dataset | wB97M-V/def2-TZVPD
C 1.75 -3.56 4.92
C 1.54 -3.13 3.42
C 1.85 -4.22 2.38
O 0.51 -4.47 2.02
C -0.37 -3.62 2.56
O -1.58 -3.59 2.30
O 0.22 -2.77 3.32
H 1.49 -2.73 5.57
H 2.78 -3.70 5.25
H 1.09 -4.36 5.25
H 2.19 -2.28 3.22
H 2.27 -5.16 2.72
H 2.44 -3.92 1.51
C 3.18 3.10 6.15
C 1.95 2.14 6.05
C 1.82 1.08 4.95
O 1.33 -0.07 5.61
C 1.56 0.12 6.94
O 1.25 -0.74 7.81
O 2.02 1.31 7.21
H 4.15 2.70 6.46
H 3.08 4.07 6.65
H 3.42 3.40 5.13
H 1.03 2.71 6.12
H 2.75 0.85 4.44
H 1.06 1.43 4.25
C 1.49 0.35 -3.66
C 1.55 1.09 -4.98
C 2.82 1.97 -5.18
O 3.57 1.35 -6.13
C 2.82 0.36 -6.68
O 3.11 -0.16 -7.73
O 1.72 0.10 -5.92
H 1.61 1.03 -2.81
H 2.32 -0.36 -3.56
H 0.59 -0.21 -3.41
H 0.63 1.65 -5.16
H 3.21 2.17 -4.18
H 2.42 2.90 -5.60
C -7.15 2.40 1.02
C -6.06 3.33 0.50
C -4.91 3.48 1.54
O -3.69 3.30 0.83
C -3.95 2.97 -0.47
O -3.11 2.75 -1.28
O -5.31 2.96 -0.68
H -7.51 2.69 2.00
H -6.87 1.37 1.25
H -7.92 2.40 0.25
H -6.58 4.27 0.31
H -4.83 2.88 2.45
H -4.90 4.54 1.78
C 5.18 -2.95 3.43
C 6.71 -2.96 3.20
C 7.56 -1.93 3.84
O 8.68 -2.78 4.19
C 8.37 -4.05 4.10
O 9.08 -4.99 4.42
O 7.15 -4.19 3.66
H 4.93 -2.56 4.42
H 4.54 -3.80 3.20
H 4.82 -2.18 2.75
H 6.91 -2.90 2.13
H 7.11 -1.46 4.72
H 7.75 -1.18 3.08
C 3.43 3.92 1.60
C 3.57 2.47 1.18
C 4.75 2.24 0.30
O 5.56 1.46 1.17
C 5.03 1.21 2.40
O 5.65 0.80 3.37
O 3.73 1.69 2.33
H 2.73 4.00 2.43
H 3.02 4.51 0.78
H 4.41 4.26 1.94
H 2.73 2.03 0.64
H 5.18 3.20 0.01
H 4.55 1.47 -0.45
C -1.07 -4.89 -4.79
C 0.49 -4.90 -4.78
C 0.97 -3.46 -4.86
O 1.63 -3.31 -3.60
C 1.67 -4.49 -2.90
O 2.20 -4.60 -1.84
O 1.06 -5.41 -3.59
H -1.59 -3.96 -4.57
H -1.44 -5.56 -4.02
H -1.30 -5.08 -5.84
H 0.96 -5.50 -5.56
H 0.13 -2.78 -5.03
H 1.64 -3.41 -5.72
C -4.25 3.63 5.40
C -2.67 3.44 5.47
C -2.24 2.00 5.78
O -1.36 1.75 4.71
C -1.34 2.72 3.86
O -0.58 2.64 2.84
O -2.11 3.69 4.22
H -4.74 2.72 5.06
H -4.52 4.46 4.75
H -4.67 3.88 6.37
H -2.27 4.06 6.27
H -3.06 1.28 5.75
H -1.61 1.97 6.66
C -0.18 7.10 -0.27
C 0.67 5.88 -0.36
C 0.23 4.76 0.57
O 0.09 3.66 -0.36
C 0.14 4.05 -1.61
O 0.20 3.25 -2.52
O 0.33 5.36 -1.66
H -0.01 7.68 0.64
H -1.26 6.96 -0.28
H 0.03 7.73 -1.14
H 1.71 6.20 -0.44
H -0.74 5.02 1.00
H 0.90 4.51 1.39
C 5.01 -2.49 -4.80
C 4.99 -3.21 -3.42
C 6.32 -3.61 -2.78
O 6.19 -3.32 -1.41
C 5.07 -2.55 -1.24
O 4.59 -2.26 -0.18
O 4.51 -2.27 -2.46
H 5.38 -1.48 -4.62
H 3.98 -2.36 -5.12
H 5.54 -3.11 -5.52
H 4.41 -4.14 -3.44
H 7.16 -3.10 -3.26
H 6.41 -4.69 -2.95
C -3.46 0.06 2.77
C -3.74 -0.85 1.65
C -4.81 -1.92 1.86
O -5.66 -1.78 0.69
C -5.33 -0.77 -0.07
O -5.88 -0.44 -1.11
O -4.30 -0.15 0.49
H -2.76 0.87 2.57
H -3.10 -0.48 3.64
H -4.35 0.64 3.00
H -2.82 -1.24 1.22
H -5.36 -1.61 2.75
H -4.34 -2.87 2.10
C 0.92 -1.71 -0.38
C -0.27 -1.47 -0.98
C -0.97 -0.32 -0.69
C -0.55 0.57 0.25
C 0.67 0.31 0.92
C 1.41 -0.82 0.55
O 2.61 -1.05 1.21
O -2.06 -0.06 -1.49
H 1.55 -2.58 -0.52
H -0.55 -2.14 -1.79
H -1.14 1.44 0.47
H 1.06 1.04 1.61
H 3.25 -1.54 0.69
H -2.45 0.71 -1.06
C -5.44 -3.82 -4.51
C -4.71 -2.65 -4.50
C -3.68 -2.38 -3.57
C -3.51 -3.30 -2.54
C -4.14 -4.53 -2.59
C -5.14 -4.80 -3.56
O -5.87 -5.92 -3.58
O -2.96 -1.24 -3.62
H -6.28 -4.04 -5.15
H -4.89 -1.93 -5.29
H -2.81 -3.19 -1.72
H -4.03 -5.21 -1.76
H -5.26 -6.64 -3.40
H -2.53 -1.00 -2.80
C -5.66 3.34 -5.77
C -6.56 2.54 -5.11
C -6.08 1.58 -4.18
C -4.68 1.41 -3.98
C -3.79 2.12 -4.74
C -4.26 3.06 -5.68
O -3.28 3.86 -6.21
O -7.01 0.97 -3.39
H -5.88 4.18 -6.41
H -7.61 2.67 -5.30
H -4.35 0.87 -3.10
H -2.72 2.05 -4.70
H -2.41 3.69 -5.84
H -6.60 0.46 -2.69
```

The following is a DFT calculation (wB97M-V/def2-TZVPD) of a structure of composition C63H126F8N11O23S8 in a non-equilibrium geometry.

## Properties
Total charge: +3
Energy relative to the best compared isomer or geometry (same formula, charge and spin): 0.0 kcal/mol
HOMO level: -13.1568 eV
Kohn-Sham gap: 5.817 eV

```
239
C63H126F8N11O23S8 | the Open Molecules 2025 dataset | wB97M-V/def2-TZVPD
C 2.43 2.29 3.88
C 3.20 3.11 2.79
C 3.40 2.50 1.40
C 3.89 3.59 0.45
C 3.02 4.85 0.32
C 2.83 5.58 1.74
N 2.47 4.47 2.74
O 1.60 4.76 3.43
C 1.65 6.54 1.65
C 4.13 6.27 2.29
C 4.59 3.39 3.46
H 3.15 1.44 4.06
H 1.45 1.87 3.51
H 2.22 2.88 4.86
H 2.45 2.25 0.99
H 4.02 1.57 1.46
H 4.07 3.17 -0.55
H 4.85 3.93 0.78
H 2.10 4.70 -0.32
H 3.55 5.70 -0.16
H 1.67 7.34 0.97
H 1.68 7.02 2.62
H 0.72 6.08 1.57
H 5.01 5.60 2.30
H 3.95 6.54 3.34
H 4.52 7.09 1.70
H 5.37 3.58 2.64
H 4.97 2.39 3.79
H 4.57 4.15 4.28
C -3.32 4.36 5.16
C -4.70 5.01 5.64
C -5.26 4.35 6.93
C -4.48 4.58 8.17
C -4.48 6.07 8.48
C -3.82 6.90 7.32
N -4.32 6.43 5.98
O -4.54 7.30 5.18
C -2.27 6.66 7.25
C -4.19 8.33 7.36
C -5.74 5.14 4.53
H -2.70 4.02 5.97
H -2.77 5.05 4.52
H -3.71 3.58 4.57
H -5.41 3.28 6.78
H -6.33 4.69 7.13
H -3.47 4.23 8.03
H -4.96 3.99 8.96
H -3.91 6.25 9.37
H -5.56 6.38 8.65
H -1.83 7.27 7.99
H -1.88 7.05 6.25
H -2.10 5.65 7.39
H -5.29 8.51 7.34
H -3.77 8.97 6.57
H -3.89 8.71 8.33
H -6.17 4.15 4.53
H -5.33 5.32 3.54
H -6.45 5.93 4.77
C 4.34 -0.11 -2.41
C 5.61 -0.65 -3.08
C 5.48 -0.72 -4.61
C 6.66 -0.83 -5.48
C 7.74 0.20 -5.15
C 8.11 0.33 -3.66
N 6.73 0.41 -2.91
O 6.60 1.26 -2.15
C 8.81 1.65 -3.42
C 9.00 -0.78 -3.08
C 6.13 -1.94 -2.55
H 4.54 -0.06 -1.32
H 3.69 -0.93 -2.59
H 4.12 0.88 -2.81
H 5.06 0.20 -4.86
H 4.74 -1.51 -4.82
H 6.25 -0.48 -6.43
H 7.03 -1.82 -5.79
H 7.48 1.21 -5.56
H 8.70 -0.05 -5.66
H 9.63 1.69 -4.17
H 9.02 1.68 -2.39
H 8.19 2.51 -3.69
H 9.00 -1.64 -3.72
H 8.68 -1.12 -2.13
H 9.99 -0.40 -2.91
H 6.37 -1.97 -1.52
H 6.98 -2.32 -3.12
H 5.39 -2.64 -2.79
C 0.20 -5.68 -8.96
C 0.59 -7.19 -9.04
C 1.93 -7.49 -8.40
C 2.13 -8.99 -8.21
C 1.06 -9.60 -7.34
C -0.37 -9.00 -7.33
N -0.56 -8.07 -8.48
O -1.65 -7.97 -8.91
C -0.70 -8.08 -6.07
C -1.37 -10.14 -7.45
C 0.66 -7.53 -10.55
H 0.41 -5.42 -7.98
H -0.77 -5.48 -9.33
H 0.88 -5.03 -9.50
H 2.00 -7.03 -7.46
H 2.77 -7.11 -9.01
H 3.15 -9.30 -7.91
H 2.16 -9.52 -9.14
H 1.40 -9.57 -6.29
H 1.09 -10.69 -7.56
H -0.39 -8.72 -5.20
H -1.76 -7.81 -5.91
H -0.01 -7.22 -6.08
H -1.42 -10.54 -8.44
H -2.35 -9.69 -7.16
H -1.04 -10.87 -6.75
H 1.46 -6.91 -10.95
H -0.24 -7.31 -11.11
H 0.97 -8.59 -10.66
C 0.41 -5.51 3.70
C 1.18 -4.24 3.35
C 0.43 -3.23 2.50
C 1.12 -1.84 2.62
C 0.96 -1.32 4.01
C 1.93 -2.05 4.94
N 1.56 -3.63 4.70
O 1.67 -4.28 5.65
C 1.48 -1.81 6.39
C 3.48 -1.90 4.72
C 2.52 -4.60 2.64
H 0.91 -6.19 4.30
H 0.24 -6.13 2.79
H -0.49 -5.20 4.13
H -0.63 -3.06 2.82
H 0.41 -3.46 1.44
H 0.68 -1.25 1.81
H 2.14 -1.97 2.25
H -0.01 -1.40 4.45
H 1.29 -0.29 4.07
H 2.11 -2.37 7.15
H 0.49 -2.20 6.57
H 1.44 -0.80 6.70
H 3.82 -2.64 3.98
H 3.99 -1.96 5.68
H 3.69 -0.91 4.35
H 2.24 -5.37 1.94
H 3.14 -5.01 3.48
H 3.04 -3.81 2.23
C -4.96 -4.47 -0.70
C -5.62 -4.84 0.65
C -4.66 -5.42 1.74
C -3.79 -4.50 2.55
C -4.61 -3.31 3.11
C -5.36 -2.48 2.05
N -6.20 -3.59 1.34
O -7.40 -3.51 1.29
C -4.60 -1.67 0.98
C -6.43 -1.55 2.70
C -6.66 -5.91 0.48
H -4.83 -5.42 -1.20
H -3.99 -3.95 -0.56
H -5.56 -3.75 -1.31
H -4.16 -6.15 1.13
H -5.33 -6.00 2.39
H -2.93 -4.22 2.05
H -3.47 -5.14 3.44
H -3.93 -2.61 3.66
H -5.33 -3.69 3.81
H -3.77 -2.34 0.66
H -4.33 -0.72 1.39
H -5.15 -1.57 0.05
H -6.93 -0.92 1.98
H -5.89 -0.87 3.30
H -7.04 -2.10 3.36
H -7.31 -5.90 1.38
H -6.11 -6.87 0.41
H -7.23 -5.72 -0.42
C -2.92 3.37 -3.15
C -4.16 4.31 -3.22
C -3.82 5.75 -3.40
C -3.14 6.05 -4.78
C -4.16 5.62 -5.87
C -4.63 4.16 -5.91
N -4.97 3.77 -4.46
O -5.72 2.92 -4.25
C -3.46 3.26 -6.41
C -5.87 3.95 -6.72
C -5.05 4.03 -2.09
H -2.65 3.41 -2.12
H -2.18 3.85 -3.81
H -3.19 2.49 -3.68
H -3.03 6.04 -2.65
H -4.64 6.36 -3.09
H -2.17 5.63 -4.95
H -2.97 7.06 -4.77
H -3.75 5.79 -6.89
H -5.12 6.22 -5.87
H -3.27 3.48 -7.48
H -3.72 2.25 -6.31
H -2.51 3.61 -5.97
H -5.70 4.35 -7.71
H -6.75 4.46 -6.36
H -6.10 2.87 -6.72
H -4.65 4.60 -1.28
H -5.03 3.00 -1.89
H -6.08 4.38 -2.18
N 5.96 0.57 0.99
S 7.46 1.13 0.83
O 7.50 2.57 0.71
O 8.11 0.35 -0.09
F 8.03 0.69 2.21
S 5.73 -0.83 1.56
O 6.60 -1.80 0.87
O 4.32 -1.14 1.72
F 6.19 -0.72 3.06
N 1.08 2.97 7.08
S 1.91 4.30 7.36
O 1.19 5.49 7.25
O 3.07 4.16 6.59
F 2.34 4.21 8.76
S -0.40 2.50 7.54
O -0.62 1.24 6.91
O -1.50 3.41 7.53
F -0.18 2.25 9.03
N -0.25 -3.21 -2.25
S 0.68 -3.99 -3.35
O 1.60 -3.04 -3.83
O 0.14 -4.81 -4.40
F 1.37 -4.88 -2.29
S -1.43 -3.86 -1.50
O -2.30 -4.67 -2.26
O -2.01 -2.99 -0.53
F -0.57 -4.83 -0.51
N -1.73 2.90 -0.20
S -0.81 4.03 0.30
O -1.27 5.18 0.95
O 0.16 4.28 -0.74
F -0.07 3.12 1.42
S -2.84 2.22 0.68
O -3.90 1.75 -0.11
O -2.99 2.84 1.96
F -2.03 0.89 0.98
```

Q: What is the HOMO level in the second record?
A: -13.1568 eV

Q: Among the records above, which one has the lowest HOMO level?
A: C63H126F8N11O23S8